Below is a 8-piece molecular cluster, C16H26Cl4N6O8 overall at a distorted geometry, with properties calculated with wB97M-V/def2-TZVPD.

The calculation puts the frontier orbital gap at 0.33590 hartree. The SMILES is C[N+](=O)[O-].C[N+](=O)[O-].C[N+](=O)[O-].C[N+](=O)[O-].c1ccncc1.c1ccncc1.ClCCl.ClCCl.

Each line ends with the natural charge from an NBO analysis.
Positions of all 60 atoms, in Å:
H: -0.507 3.974 -4.812  0.23
C: -2.331 -3.087 3.359  -0.18
N: 3.063 0.045 0.611  -0.43
C: 2.077 -1.666 -1.254  -0.19
H: 0.554 3.774 -0.484  0.26
H: 1.599 0.691 3.892  0.24
N: -3.221 -3.364 -1.448  0.54
C: 1.316 1.639 3.434  -0.49
C: -2.088 -3.113 4.745  -0.24
C: -1.018 -2.348 5.234  0.03
H: 2.277 -0.053 -2.666  0.23
H: 2.021 3.853 0.579  0.23
C: -0.828 -0.067 -0.780  -0.49
Cl: -0.535 -0.791 -4.041  -0.03
C: 0.480 3.767 -4.398  -0.35
H: 0.311 -1.136 2.491  0.19
O: -0.644 2.602 4.261  -0.37
Cl: 1.464 -0.648 -6.148  -0.03
H: 1.896 -3.096 0.374  0.23
H: -2.366 -5.324 -1.619  0.24
O: -2.070 0.613 1.061  -0.35
Cl: 1.466 3.128 -5.732  -0.02
H: -0.303 0.571 -1.491  0.24
H: -0.158 -0.790 -0.315  0.24
O: 2.327 5.743 -1.200  -0.38
N: 0.520 2.319 4.500  0.53
H: 0.637 1.385 2.620  0.23
H: -0.339 0.761 -5.714  0.23
H: -1.742 -0.542 -1.136  0.26
C: 2.474 -0.410 -1.666  -0.26
H: -1.572 -2.459 1.484  0.23
C: 2.968 0.449 -0.679  0.04
N: 1.466 5.733 -0.353  0.52
H: 2.646 -1.415 2.044  0.21
H: 0.468 4.540 1.095  0.24
C: -1.458 -2.382 2.555  -0.25
N: -1.175 0.880 0.298  0.53
O: -0.611 1.960 0.405  -0.42
H: 1.614 -2.312 -1.985  0.22
C: -0.437 -1.606 3.111  0.02
H: 2.124 2.351 3.263  0.24
C: -0.227 -0.323 -5.711  -0.39
H: -0.898 -2.468 6.301  0.19
H: -2.669 -3.649 5.481  0.22
C: 1.119 4.361 0.239  -0.49
C: 2.697 -1.229 0.982  0.02
H: 1.013 4.616 -3.971  0.24
O: 0.744 6.726 -0.121  -0.39
H: -4.108 -5.306 -1.560  0.24
C: 2.144 -2.095 0.051  -0.27
C: -3.245 -4.799 -1.993  -0.49
H: 3.324 1.423 -0.980  0.20
H: -3.113 -3.703 2.941  0.22
N: -0.243 -1.608 4.475  -0.43
H: -3.316 -4.774 -3.080  0.24
O: -2.719 -3.222 -0.354  -0.39
Cl: 0.352 2.494 -3.073  -0.08
O: 1.146 2.640 5.505  -0.39
H: -0.884 -0.812 -6.430  0.23
O: -3.486 -2.442 -2.197  -0.37


Below is a 9-piece molecular cluster, C37H57BN8O overall at a distorted geometry, with properties calculated with wB97M-V/def2-TZVPD.

The calculation puts the frontier orbital gap at 0.07500 hartree.

Each line ends with the Mulliken charge.
Positions of all 104 atoms, in Å:
H: -0.651 -0.553 2.814  -0.26
H: -2.357 1.447 -2.749  0.87
C: 3.578 1.887 1.991  -0.73
H: 4.997 2.238 -3.303  0.32
H: -4.683 0.864 -2.436  0.27
H: -0.565 2.241 4.879  0.57
C: 1.298 1.414 7.546  -0.32
H: -0.182 -0.154 5.054  0.30
H: 3.698 2.846 5.321  0.43
H: 1.963 1.360 8.539  0.23
H: -4.836 3.587 -5.796  0.27
N: 3.453 1.197 -2.213  -0.02
C: 1.013 6.483 0.324  -0.59
H: -0.833 -2.678 -5.842  0.31
C: 3.143 0.062 -1.496  -0.07
H: -1.051 1.376 2.063  -0.52
N: -0.511 -1.348 3.487  0.22
B: -1.199 0.715 1.067  1.62
C: -4.584 -1.838 -1.531  -0.15
H: 0.652 -3.698 0.575  0.95
H: -7.525 -0.036 -1.723  0.64
C: -0.212 5.691 0.649  -0.61
N: -4.424 -0.676 -0.749  0.12
H: -0.221 3.175 1.459  0.18
H: -1.905 1.310 0.131  -0.26
H: 2.347 -1.505 -3.383  0.22
C: -5.238 1.931 -4.012  -0.19
C: 4.708 1.238 -2.747  -0.33
H: 3.346 5.787 0.844  0.29
H: -5.573 0.988 0.151  0.29
H: 1.858 1.567 4.559  0.49
H: -3.556 -0.380 -0.230  0.07
C: 4.324 2.806 2.980  -0.92
C: -4.419 2.951 -4.915  -0.63
H: -1.461 -4.157 -1.532  0.47
H: -0.086 0.409 0.865  -0.79
H: -2.346 3.350 -4.982  0.38
H: -1.202 6.129 0.754  0.36
C: -0.012 1.794 5.567  -0.85
C: 0.300 -3.477 -1.606  2.03
H: 0.628 0.287 -3.444  0.27
C: 0.361 4.229 1.098  -0.16
H: 5.233 3.264 2.818  0.49
H: 1.608 0.523 2.293  -0.17
H: 1.095 -2.329 0.049  0.62
C: 2.226 5.644 0.664  -0.38
H: -1.726 -2.702 -4.545  0.66
H: 1.476 -1.877 2.934  0.71
N: 2.505 1.678 4.002  0.27
H: -0.519 -3.799 -4.579  0.44
C: 2.120 -3.738 -3.352  -0.89
H: -1.912 -0.375 1.237  -0.19
H: 2.593 1.795 -2.411  0.35
C: 0.660 2.511 6.846  -0.70
C: 4.367 -0.846 -1.445  -0.44
H: -6.269 1.607 -4.007  0.40
H: 0.468 -0.412 -4.975  0.63
C: -5.556 0.075 -0.619  -0.28
C: 3.525 2.468 4.310  -0.33
H: -0.344 -2.459 0.264  1.08
N: 0.164 0.406 5.737  0.17
H: 2.470 3.790 1.530  0.29
H: -0.558 -5.446 -1.101  0.44
C: 0.390 -3.059 -0.099  -3.67
N: -4.353 1.378 -3.264  0.25
C: 1.710 -2.305 -3.848  -0.73
C: 0.128 -0.462 -3.985  -1.86
H: 0.749 3.540 7.121  0.43
H: 0.855 7.478 0.043  0.38
H: 6.328 -0.145 -2.558  0.48
C: 0.127 -2.060 -3.672  1.26
C: -0.824 -2.815 -4.677  -2.11
N: -0.214 -2.199 -2.384  0.68
C: 2.541 1.132 2.681  -0.16
H: 1.417 -0.871 6.664  0.49
H: 1.849 -2.464 -4.955  0.47
H: 2.007 -0.189 -1.048  0.02
H: 3.209 -3.931 -3.470  0.52
H: -1.337 -3.564 5.895  0.55
H: 3.779 1.705 1.024  0.74
C: 1.780 -3.702 -1.931  -0.67
C: -3.118 2.732 -4.581  -0.85
C: 0.726 -2.024 3.617  -0.33
C: -0.562 -4.664 -1.836  -1.87
C: 5.354 0.001 -2.255  -0.94
H: -0.820 -4.968 -2.724  0.49
H: -0.889 0.070 -3.931  0.35
H: -2.368 -1.278 4.809  0.39
H: 2.261 -4.631 -1.431  0.43
N: 1.777 4.442 1.181  0.05
C: -6.644 -0.463 -1.584  -0.85
C: -5.987 -1.689 -2.268  -0.52
O: -1.346 -1.646 -1.947  0.17
C: 1.056 0.081 6.767  -0.45
C: -3.066 1.745 -3.427  -0.63
H: 1.559 -4.546 -3.843  0.34
H: -6.447 -2.537 -2.983  0.28
H: 4.458 -1.789 -0.912  0.51
H: -3.689 -2.569 -1.699  0.23
H: 1.378 -3.829 5.012  0.33
C: 0.562 -3.111 4.665  -0.90
C: -0.872 -2.949 5.217  -0.67
C: -1.428 -1.754 4.509  -0.43
H: 2.307 -2.726 -1.566  -0.16


Below is C5H6N as an isolated structure at a distorted geometry, with properties calculated with wB97M-V/def2-TZVPD.

The calculation puts the frontier orbital gap (spin up / spin down) at 0.27114 / 0.29986 hartree. Its net charge is +1.

Each line ends with the natural charge from an NBO analysis.
Positions of all 12 atoms, in Å:
C: -1.164 0.640 -0.733  -0.53
C: 0.438 -1.041 0.932  0.10
H: 0.610 -1.001 1.991  0.26
C: 0.198 0.968 -0.054  -0.12
N: 1.165 -0.110 -0.059  -0.58
H: 0.375 1.671 0.751  0.25
H: -2.049 1.241 -0.748  0.30
H: 2.046 0.289 0.317  0.47
H: 1.423 -0.645 -0.980  0.46
C: -0.650 -1.629 0.355  -0.19
H: -1.085 0.259 -1.705  0.28
C: -1.307 -0.643 -0.068  0.30


Below is C26H44N6O9P2Ta as an isolated structure, with properties calculated with wB97M-V/def2-TZVPD.

The calculation puts the frontier orbital gap at 0.25645 hartree. Its net charge is +3.

Each line ends with the Mulliken charge.
Positions of all 88 atoms, in Å:
H: -1.493 -1.239 2.649  0.46
H: -1.548 -1.082 -3.377  0.27
C: -0.315 2.144 -4.114  -0.51
C: -1.778 -2.017 1.946  -1.21
H: 1.179 -4.128 -3.197  0.42
N: 3.730 -3.698 -0.381  -0.11
O: -0.703 1.255 1.203  -0.26
C: -1.518 3.809 -2.869  -1.23
C: 4.567 2.346 1.107  -0.96
H: 2.046 1.025 -3.121  0.59
H: -1.105 3.343 4.724  0.32
O: 0.722 -1.819 1.052  -0.09
O: 2.157 -3.015 2.769  -0.57
C: -2.567 -2.508 -0.270  -1.25
N: -1.654 2.219 3.007  0.18
H: -2.669 -2.154 -1.291  0.23
H: -1.975 -3.408 -0.243  0.47
C: -1.709 2.908 -1.835  -0.60
H: 2.232 2.135 2.588  0.68
H: 0.676 -5.036 0.571  0.34
H: 2.255 -5.457 1.236  0.51
N: 3.481 1.893 0.210  0.10
C: -3.889 1.310 -0.803  -0.73
C: -2.944 -0.380 0.582  -0.05
C: -2.801 0.525 -0.443  0.76
P: 2.152 -2.373 1.340  0.88
H: -1.365 1.604 5.023  0.42
H: -6.018 0.431 1.694  0.51
H: 4.590 1.617 -1.540  0.39
H: 2.172 -0.720 -3.394  0.26
Ta: 0.039 -0.526 -0.380  1.55
H: 4.189 3.037 1.858  0.34
H: -0.507 -0.745 -4.776  0.48
C: -0.518 -1.027 -3.721  -0.96
H: -0.122 0.030 3.959  0.56
H: 3.836 3.215 -1.368  0.50
H: -0.048 -1.997 -3.618  0.14
H: 0.247 1.861 -4.992  0.43
N: -1.929 -1.435 0.587  0.48
C: -5.045 1.265 -0.035  -0.88
H: 1.454 0.317 -4.617  0.60
O: 1.830 -3.679 -2.638  -0.64
H: -2.735 2.657 4.732  0.42
O: 1.334 0.257 2.572  -0.01
C: 1.745 -5.067 0.354  -1.75
H: -2.227 3.216 -0.940  0.48
H: 5.297 2.868 0.498  0.44
C: -4.075 -0.419 1.374  -0.26
C: 2.457 1.248 0.683  0.29
C: 2.243 -3.672 0.006  0.49
C: -0.461 1.275 -3.043  0.19
H: 3.889 -3.840 -1.382  0.37
H: 5.049 1.494 1.583  0.35
H: -0.755 4.103 -4.858  0.45
C: 1.567 0.158 -3.546  -1.56
C: -1.237 1.608 -1.971  0.63
C: -2.658 2.914 2.198  -0.81
P: 1.356 -2.845 -1.396  0.26
C: 0.313 0.824 3.351  -2.16
C: -1.700 2.469 4.458  -1.09
H: -3.620 2.408 2.281  0.34
C: -0.744 1.446 2.443  0.84
H: -3.555 -2.694 0.147  0.49
H: -5.888 1.881 -0.320  0.48
H: -2.755 3.934 2.565  0.60
C: 2.362 1.123 2.189  -1.38
O: 1.513 0.832 -0.100  0.12
H: -2.719 -2.464 2.257  0.68
H: 1.336 -3.352 3.149  0.38
C: -0.865 3.414 -4.031  -1.03
N: 0.218 -0.006 -2.931  1.09
H: 4.206 -4.457 0.113  0.38
O: 1.906 -1.431 -1.366  -0.53
N: -1.509 0.543 -1.036  1.18
H: 1.893 -5.763 -0.475  0.47
H: -3.864 1.943 -1.676  0.79
C: 3.695 2.147 -1.218  -0.62
H: 0.710 1.574 4.038  0.69
O: 3.348 -1.523 1.173  -0.93
H: 3.311 0.737 2.559  0.57
H: 4.140 -2.796 -0.081  0.31
H: -1.027 -2.791 1.924  -0.09
H: -2.339 2.928 1.164  -0.08
H: -1.892 4.819 -2.770  0.50
O: -0.137 -2.667 -1.242  -0.54
H: -4.177 -1.135 2.178  0.46
H: 2.842 1.808 -1.773  -0.36
C: -5.125 0.444 1.083  -1.39